1.
{
  "formula": "C4H7NO2",
  "method": "the ωB97M-V functional and the def2-TZVPD basis",
  "symbols": ["H", "C", "H", "H", "C", "C", "H", "H", "H", "H", "C", "O", "O", "N"],
  "coordinates": [[1.1532, 0.2343, -1.6629], [-0.1783, 0.3112, 0.0355], [-0.8188, 0.5026, 2.0446], [1.4973, 1.5335, -0.5059], [-1.3483, 0.5150, -0.8785], [1.1983, 0.4754, -0.5959], [0.0574, -1.8286, 0.3205], [-1.6190, -1.1910, 0.6986], [-1.2133, -0.2768, -1.6590], [2.0525, -0.2501, 0.9498], [-0.5488, -0.9933, 0.6394], [2.1542, -0.3678, -0.0088], [-2.3373, 1.1934, -0.7976], [-0.0788, 0.1101, 1.4705]],
  "forces_ev_per_a": [[0.0, 0.0, 0.1], [0.1, -0.1, -0.3], [0.0, 0.0, -0.2], [-0.1, -0.2, 0.0], [-0.3, 0.3, 0.0], [-0.2, 0.1, -0.3], [0.4, -0.2, 0.9], [0.2, -0.1, -0.1], [-0.2, 0.6, -0.4], [0.1, -0.1, -0.1], [-0.1, -0.4, -0.1], [0.0, 0.0, 0.2], [0.4, -0.1, 0.2], [-0.2, 0.2, 0.1]],
  "lowdin_charge": [0.126, -0.406, 0.114, 0.131, -0.241, -0.205, 0.119, 0.124, 0.145, 0.087, -0.100, -0.058, 0.074, 0.089],
  "e_tot_ha": -361.7673,
  "lumo_ev": 0.86,
  "homo_lumo_gap_ev": 10.9,
  "relative_energy_ev": 3.089
}

***

2.
{
  "formula": "C4H7NO2",
  "method": "the ωB97M-V functional and the def2-TZVPD basis",
  "symbols": ["C", "O", "C", "H", "H", "H", "H", "H", "O", "H", "H", "C", "C", "N"],
  "coordinates": [[0.7465, 0.0896, -0.4276], [-0.0548, 1.1061, -1.0496], [-1.3575, 0.7822, -0.7463], [0.1809, -1.9871, -0.0867], [0.1214, 0.1666, 1.9630], [-1.0656, -0.3273, 0.7621], [1.0529, 1.4400, 1.2760], [1.7334, 0.1091, -0.9066], [-2.2661, 1.5466, -0.8599], [1.7455, -0.1890, 1.5293], [-0.2158, -1.4311, -1.7377], [-0.1211, -1.1289, -0.6846], [0.8843, 0.3700, 1.1656], [-1.3840, -0.5469, -0.1968]],
  "forces_ev_per_a": [[0.2, -0.1, 1.0], [-0.3, 0.1, 0.3], [-0.2, 0.5, 0.0], [-0.2, -0.1, 0.0], [0.0, -0.2, -1.3], [-1.3, -0.4, -0.1], [0.4, 0.0, 0.0], [-0.3, 0.1, 0.3], [0.4, -0.5, -0.1], [0.3, 0.2, -0.1], [0.2, 0.3, 0.3], [0.3, -0.1, 0.2], [0.6, 0.1, -0.6], [-0.1, 0.0, 0.1]],
  "lowdin_charge": [-0.291, 0.030, -0.523, 0.125, 0.093, 0.090, 0.081, 0.149, 0.148, 0.073, 0.132, -0.146, -0.023, 0.064],
  "e_tot_ha": -361.8289,
  "lumo_ev": 0.71,
  "homo_lumo_gap_ev": 11.4,
  "relative_energy_ev": 1.414
}

***

3.
{
  "formula": "C4H7NO2",
  "method": "the ωB97M-V functional and the def2-TZVPD basis",
  "symbols": ["O", "C", "C", "H", "H", "H", "H", "H", "O", "H", "H", "C", "N", "C"],
  "coordinates": [[-2.2815, 1.2265, -0.0639], [-0.4439, -1.2437, 0.7781], [-0.1832, 0.0806, -0.0343], [0.4328, -1.8636, 0.9383], [-1.1788, 0.5003, 1.6529], [1.2826, 1.2837, -0.9424], [-1.0957, -1.4421, -0.0582], [1.8976, 0.0220, 1.0298], [2.1546, -0.2733, 0.1409], [1.1865, -0.3474, -1.6411], [-1.2701, 0.9915, -1.7854], [-1.3429, 0.7924, -0.6978], [-0.3106, 0.0506, 1.3818], [1.1525, 0.2225, -0.6988]],
  "forces_ev_per_a": [[0.4, -0.4, -0.4], [0.8, 0.5, -1.5], [0.5, 0.7, 0.1], [-0.2, -0.1, -0.4], [-0.1, 0.0, 0.1], [0.4, 0.1, -0.1], [-2.0, -1.5, 1.3], [0.2, -0.1, 0.0], [0.2, 0.2, 0.2], [-0.1, 0.2, 0.3], [0.1, -0.1, 0.1], [0.0, 0.0, 0.2], [-0.2, 0.3, 0.2], [0.1, 0.4, -0.2]],
  "lowdin_charge": [0.065, -0.048, -0.422, 0.104, 0.102, 0.122, 0.110, 0.089, -0.051, 0.137, 0.136, -0.176, 0.060, -0.228],
  "e_tot_ha": -361.7428,
  "lumo_ev": 0.37,
  "homo_lumo_gap_ev": 10.1,
  "relative_energy_ev": 3.756
}

***

4.
{
  "formula": "C4H7NO2",
  "method": "the ωB97M-V functional and the def2-TZVPD basis",
  "symbols": ["H", "C", "H", "C", "H", "H", "H", "H", "C", "H", "O", "N", "O", "C"],
  "coordinates": [[0.3414, 2.0789, 0.3030], [-1.0096, 0.9362, -0.4212], [-0.5533, -0.5480, 2.1905], [-0.9090, -1.6257, 0.4189], [1.6335, 0.3731, -1.9113], [-1.6314, 0.9543, -1.3118], [-0.3262, -2.3536, -0.1445], [-1.8725, -1.9890, 0.7727], [1.8353, 0.3281, -0.8239], [1.8297, -0.6751, -0.3639], [-0.5625, 2.1641, -0.0485], [-0.0856, -0.7646, 1.3122], [2.0623, 1.3251, -0.1755], [-0.7519, -0.2037, 0.2033]],
  "forces_ev_per_a": [[-0.1, 0.1, 0.0], [-0.1, -0.3, -0.1], [0.1, 0.0, -0.1], [-0.2, -0.2, -0.1], [0.1, 0.1, 0.1], [0.1, -0.1, 0.1], [-0.1, 0.2, 0.0], [0.2, 0.1, 0.0], [0.1, 0.2, 0.1], [0.1, 0.1, 0.0], [0.1, 0.0, 0.1], [0.0, 0.2, 0.2], [0.0, -0.4, -0.3], [-0.1, 0.2, -0.1]],
  "lowdin_charge": [0.072, -0.170, 0.111, -0.096, 0.097, 0.124, 0.098, 0.105, -0.140, 0.083, 0.001, 0.055, -0.025, -0.315],
  "e_tot_ha": -361.7357,
  "lumo_ev": 0.87,
  "homo_lumo_gap_ev": 9.5,
  "relative_energy_ev": 3.950
}

***

5.
{
  "formula": "C4H7NO2",
  "method": "the ωB97M-V functional and the def2-TZVPD basis",
  "symbols": ["C", "H", "H", "N", "C", "H", "O", "H", "C", "H", "H", "C", "O", "H"],
  "coordinates": [[-0.5065, -1.1434, 0.6591], [0.2519, -1.9179, 0.7358], [-1.1614, 0.9882, -1.8646], [-0.1972, 0.0924, 1.3575], [-1.3111, 0.7522, -0.7917], [1.2832, -0.2474, -1.6648], [2.1997, -0.2802, 0.1362], [-1.0548, 0.5468, 1.6701], [-0.1669, 0.0912, -0.1005], [1.9414, -0.0298, 1.0390], [-1.5419, -1.4776, 0.6418], [1.2185, 0.2686, -0.7009], [-2.3518, 1.0152, -0.2314], [1.3971, 1.3416, -0.8855]],
  "forces_ev_per_a": [[-0.1, -0.3, 0.0], [-0.1, 0.1, 0.0], [0.0, 0.0, 0.1], [-0.1, 0.2, 0.1], [-0.3, 0.0, 0.2], [0.0, 0.1, 0.1], [0.1, 0.1, 0.2], [0.1, -0.1, -0.1], [0.1, 0.1, -0.1], [0.1, -0.1, -0.1], [0.2, 0.1, 0.0], [-0.2, 0.1, -0.2], [0.4, -0.1, -0.3], [0.0, -0.1, 0.1]],
  "lowdin_charge": [-0.075, 0.115, 0.137, 0.067, -0.183, 0.129, -0.058, 0.105, -0.414, 0.084, 0.119, -0.214, 0.060, 0.126],
  "e_tot_ha": -361.8004,
  "lumo_ev": 0.69,
  "homo_lumo_gap_ev": 10.8,
  "relative_energy_ev": 2.190
}

***

6.
{
  "formula": "C4H7NO2",
  "method": "the ωB97M-V functional and the def2-TZVPD basis",
  "symbols": ["H", "H", "H", "H", "C", "O", "O", "C", "C", "H", "C", "H", "H", "N"],
  "coordinates": [[2.4311, -0.5991, 0.1938], [-2.1719, -1.8993, -0.0295], [1.5925, -1.7463, -0.8820], [-1.7319, 2.1008, -0.5106], [-0.9979, 1.7157, 0.2167], [0.4033, 2.2504, 0.6681], [-1.2055, -1.9476, -0.0909], [0.3205, -0.2664, -0.0189], [0.2667, 1.2117, -0.2451], [-1.4484, 1.3265, 1.1154], [1.5084, -1.1654, 0.0433], [1.3817, -1.8762, 0.8654], [0.5623, 1.5121, -1.2536], [-0.9108, -0.6171, -0.0720]],
  "forces_ev_per_a": [[-0.2, -0.1, 0.0], [0.4, -0.4, -0.1], [0.0, 0.1, 0.1], [0.9, 1.0, 0.5], [0.6, 1.4, 0.5], [-1.4, 0.4, -0.2], [0.0, -0.8, 0.2], [-0.5, -0.3, 0.0], [-0.3, -0.7, -0.6], [0.1, -0.3, -0.2], [0.0, -0.1, 0.0], [0.1, 0.0, -0.1], [0.1, -0.2, 0.0], [0.3, -0.2, -0.1]],
  "lowdin_charge": [0.084, 0.105, 0.089, 0.119, -0.046, -0.021, -0.018, -0.265, -0.362, 0.101, -0.012, 0.085, 0.153, -0.013],
  "e_tot_ha": -361.7001,
  "lumo_ev": 0.86,
  "homo_lumo_gap_ev": 10.6,
  "relative_energy_ev": 4.920
}

***

7.
{
  "formula": "C4H7NO2",
  "method": "the ωB97M-V functional and the def2-TZVPD basis",
  "symbols": ["H", "H", "H", "N", "C", "O", "H", "C", "H", "H", "O", "H", "C", "C"],
  "coordinates": [[-0.3970, 1.7788, -0.8683], [1.8515, 1.2467, -1.3956], [0.6584, 0.0633, -1.6607], [1.5435, 0.2949, -1.2092], [-0.3585, -0.0696, 0.3025], [1.9152, -0.4880, 1.0856], [-1.3264, -0.5642, 2.1708], [-1.0344, 1.0465, -0.3060], [2.2650, -0.3732, -1.4733], [-2.1218, -1.1545, 0.7046], [-2.2302, 1.2737, -0.1986], [-0.6368, -1.9486, 1.2839], [-1.1504, -0.9877, 1.1794], [1.0218, -0.1183, 0.3851]],
  "forces_ev_per_a": [[-0.1, -0.1, 0.1], [0.0, -0.1, 0.0], [0.4, 0.3, -0.5], [0.1, 0.1, -0.2], [-0.1, 0.1, 0.4], [-0.4, 0.0, -0.4], [-0.1, -0.1, 0.0], [0.0, -0.1, -0.1], [0.0, 0.1, 0.1], [0.1, 0.0, 0.1], [0.3, 0.0, -0.1], [-0.1, 0.1, 0.1], [-0.1, -0.1, 0.2], [0.1, -0.2, 0.3]],
  "lowdin_charge": [0.112, 0.125, 0.108, 0.180, -0.278, 0.099, 0.087, -0.317, 0.131, 0.082, 0.002, 0.081, -0.054, -0.358],
  "e_tot_ha": -361.7965,
  "lumo_ev": 0.10,
  "homo_lumo_gap_ev": 8.3,
  "relative_energy_ev": 2.295
}

***

8.
{
  "formula": "C4H7NO2",
  "method": "the ωB97M-V functional and the def2-TZVPD basis",
  "symbols": ["O", "H", "C", "N", "H", "C", "H", "O", "H", "C", "H", "H", "C", "H"],
  "coordinates": [[-1.1073, -0.7350, 1.3732], [1.0002, 1.4528, 0.2265], [0.5411, -0.4128, -0.3056], [0.8027, -1.7744, -0.4830], [-0.9295, 1.9911, -0.5012], [-1.4126, 1.2520, 0.1363], [-1.7471, 1.7525, 1.0485], [2.7261, 0.5240, -0.7550], [-0.5125, -1.4957, 1.5036], [1.5569, 0.6018, -0.4387], [-2.2976, 0.8650, -0.3797], [1.7573, -1.9149, -0.8151], [-0.4936, 0.1108, 0.4777], [0.1158, -2.2173, -1.0874]],
  "forces_ev_per_a": [[0.3, 0.3, -0.6], [2.1, -0.1, -1.8], [-0.1, 0.8, 0.4], [-0.1, 0.1, 0.1], [0.0, -0.1, -0.1], [0.8, 0.6, 0.7], [0.0, -0.1, -0.1], [-0.7, 0.0, 0.0], [-0.2, 0.1, -0.1], [-1.1, 1.4, 1.5], [0.2, -0.2, 0.1], [-0.4, 0.0, 0.1], [-1.2, -2.7, -0.4], [0.3, -0.1, 0.1]],
  "lowdin_charge": [0.049, 0.143, -0.290, 0.098, 0.083, -0.023, 0.090, 0.029, 0.112, -0.286, 0.099, 0.097, -0.302, 0.101],
  "e_tot_ha": -361.7899,
  "lumo_ev": 0.46,
  "homo_lumo_gap_ev": 8.8,
  "relative_energy_ev": 2.476
}